Entry 1:
ORCA calculation (ωB97M-V/def2-TZVPD) on a 5-piece molecular cluster, C5H18O5S overall.

Values from the calculation:
Total charge = 0
E_LUMO = 0.0149 hartree
Energy above the lowest of the compared OMol25 structures with the same formula, charge and spin = 0.000 eV
Frontier orbital gap = 8.90 eV

Element x y z (Å)
O 1.85079 -0.95506 -2.04539
C 1.75779 -1.00434 -0.82489
C 0.56437 -1.64408 -0.17750
C 0.22499 -1.01064 1.16993
C 0.19566 0.51147 1.15686
S -0.86134 1.29046 -0.12556
C -2.44283 0.40954 0.01214
H 2.55460 -0.56523 -0.20745
H 0.71537 -2.72705 -0.05352
H -0.31077 -1.59456 -0.87704
H -0.77367 -1.39179 1.54258
H 0.96083 -1.30468 1.98410
H -0.08652 0.91815 2.15244
H 1.20231 0.92876 0.97146
H -2.79196 0.43140 1.10639
H -3.18482 0.88650 -0.62184
H -2.40738 -0.67970 -0.34383
H -0.59531 -1.32775 -3.96339
H 0.51936 -1.57163 -2.89034
O -0.36384 -1.91524 -3.23861
H -3.25877 -1.15969 3.51046
H -3.68002 -2.15086 2.36504
O -3.15079 -1.37129 2.58464
H 1.38223 4.07300 0.29709
H 1.02458 3.68442 -1.12785
O 1.72877 3.87574 -0.56127
H 3.49405 1.44220 -1.11322
H 2.64385 2.36553 -0.39375
O 3.08846 1.55640 -0.28765



Entry 2:
ORCA calculation (ωB97M-V/def2-TZVPD) on a 2-piece molecular cluster, C5H18Si3 overall.

Values from the calculation:
Total charge = 0
E_LUMO (spin up / spin down) = -0.0261 / -0.0008 hartree
Energy above the lowest of the compared OMol25 structures with the same formula, charge and spin = 2.577 eV
Frontier orbital gap (spin up / spin down) = 8.12 / 7.09 eV

Element x y z (Å)
C 3.83722 1.46765 0.73008
C 0.70575 -3.04715 -0.79417
C -2.44388 -1.15485 0.81897
C -2.32116 1.88887 0.91333
C -1.81500 0.70524 -1.86538
Si 2.77661 0.20898 -0.30766
Si 0.66984 0.11338 0.54812
Si -1.58262 0.28555 -0.02082
H 4.84582 1.88163 0.43083
H 3.20135 2.40611 0.84395
H 4.10014 1.09244 1.71469
H 0.05166 -2.46577 -1.30800
H 1.59646 -3.39456 -1.11048
H 0.37820 -3.09817 0.20046
H -3.24102 -1.56137 0.31654
H -1.80402 -2.06197 0.91508
H -2.82430 -0.83101 1.79601
H -3.14933 1.48857 1.55705
H -1.61184 2.36454 1.68829
H -2.60515 2.71785 0.28128
H -1.37110 1.46155 -2.41421
H -1.55341 -0.19419 -2.50258
H -2.88320 0.97454 -2.08183
H 3.53279 -1.02837 -0.20568
H 2.47176 0.72215 -1.78256
H 1.03842 -0.94164 1.63869



Entry 3:
ORCA calculation (ωB97M-V/def2-TZVPD) on C5H19N2O4 as an isolated structure.

Values from the calculation:
Total charge = -1
E_LUMO = 0.1265 hartree
Energy above the lowest of the compared OMol25 structures with the same formula, charge and spin = 1.929 eV
Frontier orbital gap = 8.27 eV

Element x y z (Å)
C 1.54215 1.95362 1.60066
N 0.56094 1.13337 0.92042
C 0.85199 -0.26131 1.07466
C 0.63679 -0.99694 -0.27320
C 1.80909 -1.76291 -0.90397
N 1.40629 -2.34609 -2.20546
C 0.15855 -0.92893 2.31117
O -1.06478 -0.29898 2.64958
H 1.13736 2.67470 2.31909
H 1.92264 2.73997 0.88318
H 2.27690 1.36129 2.15531
H -1.34644 0.33034 1.97827
H 1.96032 -0.49279 1.23860
H 0.18082 -0.38538 -1.04349
H -0.01492 -1.84597 -0.00010
H 2.15179 -2.53988 -0.20543
H 2.71757 -1.16060 -1.02202
H 0.39042 -2.36424 -2.17285
H 1.51505 -1.88484 -3.10390
H 0.10595 -1.96112 2.03037
H 0.73176 -0.58671 3.20055
H 0.18615 1.38023 -0.00158
H 0.75284 1.61535 -2.43186
O 0.26237 2.09510 -1.76101
H -1.84135 0.47814 -2.30784
H -0.88862 1.87344 -1.96392
O -2.03143 1.42078 -2.23418
H -3.16106 -0.22082 0.58834
H -2.81392 0.15373 -0.83720
O -3.30155 -0.52399 -0.32301



Entry 4:
ORCA calculation (ωB97M-V/def2-TZVPD) on a 4-piece molecular cluster, C5H19N2O4 overall.

Values from the calculation:
Total charge = +1
E_LUMO = -0.1001 hartree
Energy above the lowest of the compared OMol25 structures with the same formula, charge and spin = 2.454 eV
Frontier orbital gap = 10.55 eV

Element x y z (Å)
O 0.00392 -1.33224 2.42285
C -0.46113 -0.45441 1.72481
N -1.39190 0.36461 2.22408
C -2.32202 1.45884 1.65938
C -0.06661 -0.29832 0.21227
N 1.35940 -0.77416 -0.11876
C 2.35287 0.30202 -0.12326
C 2.00538 1.42406 -1.16201
H -1.74717 0.14444 3.16348
H -2.69677 1.44837 0.58086
H -3.22652 1.57233 2.37288
H -1.91533 2.50378 1.89745
H -0.77256 -1.01648 -0.35507
H -0.15603 0.81412 -0.03984
H 1.44570 -1.29402 -1.08308
H 1.52201 -1.57032 0.52805
H 2.38611 0.74727 0.84264
H 3.38211 -0.05855 -0.35441
H 1.57021 1.04667 -2.06379
H 2.96148 1.88946 -1.57708
H 1.53254 2.24430 -0.67044
H 1.59415 -3.29121 1.71228
H 0.24105 -3.14738 1.04891
O 1.16009 -3.18704 0.95352
H -1.80092 1.50234 -2.17780
H -3.02473 0.63449 -2.06179
O -2.19317 0.86735 -1.67996
H -0.44720 -1.17929 -3.34063
H -0.92061 -0.26157 -2.11616
O -0.37435 -1.09948 -2.41940



Entry 5:
ORCA calculation (ωB97M-V/def2-TZVPD) on a 4-piece molecular cluster, C5H19N2O4 overall.

Values from the calculation:
Total charge = +1
E_LUMO = -0.0970 hartree
Energy above the lowest of the compared OMol25 structures with the same formula, charge and spin = 0.851 eV
Frontier orbital gap = 10.99 eV

Element x y z (Å)
C 2.52901 2.00831 -0.44095
O 2.87369 0.59711 -0.21352
C 1.03561 2.16027 -0.54194
C 0.40241 1.63346 -1.89736
C 0.27704 0.11486 -1.92986
N 0.68673 -0.96387 0.76793
C -0.45304 -1.09328 0.12098
N -0.72319 -0.46166 -1.00357
H 3.05857 2.34728 -1.33085
H 2.94250 2.51596 0.42956
H 3.51934 0.34641 -0.87115
H 0.80778 3.23218 -0.42222
H 0.46113 1.75731 0.28956
H -0.53535 2.14915 -2.08756
H 1.08552 1.97454 -2.67929
H 1.32308 -0.14720 -1.73468
H 0.02030 -0.34498 -2.90994
H 0.57152 -1.19833 1.75346
H 1.49257 -0.49590 0.33897
H -1.34803 -1.59564 0.50659
H -1.51694 -0.73658 -1.58808
H 0.26037 -3.38800 3.10269
H 0.00514 -2.15671 3.97816
O 0.53115 -2.47036 3.23577
H -3.79323 -1.68199 -0.87986
H -4.00149 -0.18325 -1.02598
O -3.39052 -0.88597 -1.25375
H -2.40661 -1.56963 3.14790
H -3.15696 -0.41883 2.78312
O -2.55808 -1.04466 2.35586



Entry 6:
ORCA calculation (ωB97M-V/def2-TZVPD) on a 5-piece molecular cluster, C5H19NO6 overall.

Values from the calculation:
Total charge = 0
E_LUMO = 0.0201 hartree
Energy above the lowest of the compared OMol25 structures with the same formula, charge and spin = 1.516 eV
Frontier orbital gap = 10.80 eV

Element x y z (Å)
C 0.42547 -2.27685 -0.18008
N 0.96439 -1.06542 -0.79277
C 1.92555 -0.98688 -1.73510
O 2.16610 0.12034 -2.23024
C -1.09939 -2.08530 -0.04342
C -1.48588 -0.99820 1.00872
C -2.36819 -1.59266 2.10607
O -2.11293 -0.00307 0.28317
H 0.70576 -3.05606 -0.88720
H 0.78240 -2.43152 0.83920
H 0.62972 -0.13221 -0.56995
H 2.46198 -1.85730 -2.13182
H -1.61333 -3.03368 0.13091
H -1.49902 -1.68219 -0.96654
H -0.58789 -0.64404 1.58945
H -3.23715 -2.03620 1.60507
H -2.86771 -0.82911 2.72280
H -1.96286 -2.17152 2.94109
H -2.64779 0.55675 0.83392
H -2.20664 2.94007 -1.90029
H -1.39624 1.69153 -1.90618
O -1.99770 2.19322 -2.47975
H 3.33065 2.77104 -1.02822
H 2.70524 1.40489 -1.24905
O 2.96591 2.02571 -0.52743
H -0.15315 3.25462 0.40154
H 1.16542 2.76085 -0.21897
O 0.22146 2.89760 -0.41214
H 2.62120 1.98920 1.23241
H 1.99818 0.70473 1.57725
O 2.16645 1.57167 1.98753



Entry 7:
ORCA calculation (ωB97M-V/def2-TZVPD) on C5H20F2NNiO8 as an isolated structure.

Values from the calculation:
Spin multiplicity = 3
Total charge = -1
E_LUMO (spin up / spin down) = 0.0719 / 0.0686 hartree
Energy above the lowest of the compared OMol25 structures with the same formula, charge and spin = 0.000 eV
Frontier orbital gap (spin up / spin down) = 7.57 / 7.48 eV

Element x y z (Å)
Ni 1.53695 -1.76428 -1.78498
N 3.70909 -0.61593 0.20549
O 4.81125 -0.05378 0.23076
O 3.09752 -0.74036 -0.91808
O 3.19737 -1.05833 1.22261
F 1.73351 -3.39526 -0.72423
F 0.22087 -0.95187 -0.40438
C 0.04274 0.37381 -3.50178
O 1.34542 -0.12160 -3.14536
H 0.22236 1.33038 -3.99614
H -0.46254 -0.28281 -4.21327
H -0.57983 0.52486 -2.62447
H 1.91345 0.10123 -3.88669
C -2.95299 -0.78316 -1.91977
O -2.49563 -0.26308 -0.68363
H -3.97515 -1.11368 -1.71619
H -3.02405 0.03302 -2.64815
H -2.37334 -1.62832 -2.29335
H -1.53264 -0.44288 -0.66793
C 1.84097 2.21998 -0.20857
O 0.57032 1.73645 0.23239
H 1.80233 3.30981 -0.26729
H 2.63657 1.89678 0.46216
H 1.94161 1.87359 -1.24001
H 0.49554 0.82483 -0.11383
C 0.97243 1.30936 3.70917
O 0.48701 0.42330 2.73837
H 1.18088 0.87688 4.69044
H 1.92692 1.80155 3.47815
H 0.22243 2.09651 3.87020
H 0.44492 0.93905 1.91421
C -3.37480 -1.51874 2.67275
O -2.23085 -1.59828 1.82607
H -3.31154 -2.18605 3.52755
H -3.42407 -0.48199 3.02468
H -4.23911 -1.72109 2.03071
H -2.37595 -0.94985 1.12240



Entry 8:
ORCA calculation (ωB97M-V/def2-TZVPD) on C5H20FN2O12V as an isolated structure.

Values from the calculation:
Spin multiplicity = 2
Total charge = -1
E_LUMO (spin up / spin down) = -0.0158 / 0.0054 hartree
Energy above the lowest of the compared OMol25 structures with the same formula, charge and spin = 3.516 eV
Frontier orbital gap (spin up / spin down) = 6.11 / 6.70 eV

Element x y z (Å)
O 2.73504 4.37609 0.17676
V 3.38268 2.93986 0.26137
N 3.17188 2.21787 3.49827
O 3.26849 2.85170 4.53418
O 3.52424 0.99682 3.37685
O 2.83007 2.73465 2.44662
N 0.55329 1.07901 -0.19747
O 0.54638 0.43992 -1.26202
O -0.43512 1.03683 0.51055
O 1.54860 1.72309 0.07469
F 4.32970 0.99166 0.36325
C -4.33979 0.76936 3.04475
O -3.74971 1.83219 2.35895
H -4.28102 -0.05906 2.33880
H -3.64643 0.48638 3.83676
H -5.35828 0.91303 3.40550
H -2.83202 1.58158 2.23002
C -2.61459 -1.60051 -1.81336
O -2.14895 -2.62565 -2.65540
H -3.43098 -1.88071 -1.14770
H -1.99568 -0.99283 -1.15324
H -3.08372 -0.89741 -2.50158
H -1.42661 -3.11633 -2.25658
C 2.22429 -2.31706 -1.85342
O 2.78933 -1.02000 -1.88501
H 1.78710 -2.48670 -2.83739
H 3.04024 -3.03925 -1.82594
H 1.42032 -2.42433 -1.12525
H 2.10055 -0.35207 -1.85261
C 0.06254 -0.28851 -4.85762
O -0.09630 0.82719 -4.08784
H 1.04255 -0.67294 -4.57500
H -0.71082 -0.97008 -4.50337
H -0.05782 -0.09758 -5.92400
H 0.24874 0.63465 -3.21293
C -0.00027 -0.61829 3.56582
O -0.19621 -1.21394 2.27111
H -0.80017 0.11086 3.69463
H -0.01381 -1.36149 4.36305
H 0.88473 0.01799 3.56992
H -0.27248 -0.52599 1.60591



Number 1: total energy -975.6667 Ha. Number 2: total energy -1069.5936 Ha. Number 3: total energy -612.3461 Ha. Number 4: total energy -612.1035 Ha. Number 5: total energy -612.1624 Ha. Number 6: total energy -708.0951 Ha. Number 7: total energy -2567.0936 Ha. Number 8: total energy -2258.4649 Ha.